Record 1
The molecule C17H20N4O3S, computed with ωB97M-V/def2-TZVPD.

Geometry as XYZ:
```
45
Properties=species:S:1:pos:R:3:nbo_charge:R:1
S 0.177 -0.276 -2.188 0.2683
O -1.648 3.604 -1.040 -0.5329
O -3.747 0.579 2.027 -0.6118
O -2.014 -3.012 4.195 -0.6277
N -2.821 -1.234 3.049 -0.6363
N -1.601 0.027 -0.174 -0.3181
N -0.211 -1.708 0.077 -0.5296
N -1.040 -2.494 2.207 -0.4156
C 3.984 0.232 0.131 -0.2246
C 4.236 -0.761 1.062 -0.2134
C -0.989 3.681 -2.290 -0.0582
C 3.619 -1.994 0.937 -0.2044
C 2.748 -2.234 -0.111 -0.1919
C 3.116 -0.007 -0.918 -0.1628
C -2.914 -0.302 2.013 0.6554
C -1.396 4.982 -2.961 -0.6190
C -1.037 -1.647 1.142 0.3681
C -0.570 -0.685 -0.682 0.2391
C -1.957 -2.302 3.218 0.7917
C 1.543 -1.494 -2.174 -0.5176
C -1.917 -0.579 1.026 -0.1081
C -1.350 2.466 -0.284 -0.0640
C -2.173 1.229 -0.710 -0.2516
C -0.081 -3.573 2.282 -0.4131
C 2.492 -1.241 -1.047 -0.0579
H -1.257 2.827 -2.929 0.1575
H 0.928 -3.166 2.214 0.2112
H -1.589 2.716 0.753 0.2023
H 4.462 1.196 0.224 0.2137
H 0.101 3.653 -2.133 0.1627
H 2.022 -1.365 -3.146 0.2413
H -0.241 -4.269 1.459 0.2066
H -3.195 1.323 -0.338 0.2505
H -0.897 5.077 -3.921 0.2106
H -0.277 2.224 -0.356 0.1664
H -0.226 -4.078 3.235 0.2499
H -2.183 1.151 -1.801 0.2110
H 3.815 -2.772 1.661 0.2118
H -2.471 4.997 -3.113 0.2135
H -3.489 -1.118 3.803 0.4318
H 2.912 0.770 -1.642 0.2049
H 1.090 -2.481 -2.105 0.2449
H 2.260 -3.192 -0.205 0.2163
H -1.126 5.823 -2.330 0.2143
H 4.911 -0.574 1.884 0.2147
```

As for the SMILES: CCOCCn1c(SCc2ccccc2)nc2c1c(=O)[nH]c(=O)n2C. Its HOMO energy is -8.117 eV. For the HOMO-LUMO gap, the calculation gives 8.52 eV. The calculation puts the relative energy (zero: lowest compared OMol25 entry of this formula, charge and spin) at 0.0862 eV. The maximum force is 1.4 eV Å⁻¹.

=====

Record 2
The molecule C17H20N4O4S, computed with ωB97M-V/def2-TZVPD.

Geometry as XYZ:
```
46
Properties=species:S:1:pos:R:3:nbo_charge:R:1
S -1.815 2.158 -4.284 2.3339
O -3.020 2.762 -4.768 -0.9277
O -0.213 -0.229 0.583 -0.5758
O -1.286 1.027 -4.991 -0.9484
O 2.813 -5.360 5.347 -0.5379
N -2.403 0.229 -0.922 -0.3370
N -1.023 -2.203 1.409 -0.5987
N -2.384 2.346 -1.546 -0.4479
N -0.636 3.317 -4.238 -0.6553
C -0.370 4.669 -2.318 -0.4335
C -2.089 1.564 -2.619 -0.2379
C 4.334 -3.576 4.944 -0.7180
C -2.089 0.248 -2.249 -0.0363
C 1.219 -1.984 2.382 -0.2034
C -2.428 -0.919 -0.068 -0.3058
C -1.078 -1.062 0.672 0.6719
C 3.030 -4.314 4.777 0.5782
C 0.608 2.882 -3.619 -0.2318
C -2.555 1.524 -0.549 0.1953
C -0.180 -3.876 2.894 -0.2554
C 0.807 -4.382 3.709 -0.1251
C -1.019 4.610 -3.699 -0.2308
C 2.016 -3.704 3.879 -0.1950
C 0.018 -2.669 2.222 0.1599
C 0.949 3.929 -2.546 -0.4198
C 2.204 -2.500 3.202 -0.1696
H 1.329 3.465 -1.638 0.2200
H -0.992 4.132 -1.602 0.2392
H -1.110 -4.413 2.772 0.2084
H -0.222 5.690 -1.972 0.2123
H 4.831 -3.469 3.982 0.2309
H -2.617 -1.812 -0.671 0.2340
H -1.832 -2.810 1.387 0.3990
H 0.666 -5.315 4.234 0.2415
H -2.793 1.822 0.452 0.2028
H 3.124 -1.947 3.308 0.2192
H -3.227 -0.809 0.673 0.2331
H 1.704 4.617 -2.927 0.2025
H -1.900 -0.630 -2.829 0.2390
H 4.154 -2.585 5.356 0.2307
H 4.977 -4.134 5.620 0.2411
H 1.376 -1.053 1.865 0.2477
H 1.385 2.809 -4.384 0.2073
H -0.618 5.389 -4.357 0.1930
H 0.461 1.888 -3.189 0.2099
H -2.105 4.675 -3.684 0.2399
```

As for the SMILES: CC(=O)c1ccc(NC(=O)Cn2cnc(S(=O)(=O)N3CCCC3)c2)cc1. Its HOMO energy is -9.326 eV. For the HOMO-LUMO gap, the calculation gives 9.26 eV. The calculation puts the relative energy (zero: lowest compared OMol25 entry of this formula, charge and spin) at 0.4094 eV. The maximum force is 1.3 eV Å⁻¹.

=====

Record 3
The molecule C17H20N6O, computed with ωB97M-V/def2-TZVPD.

Geometry as XYZ:
```
44
Properties=species:S:1:pos:R:3:nbo_charge:R:1
O -3.904 -2.657 2.745 -0.5507
N 0.102 2.553 0.217 -0.3473
N -1.776 -4.660 6.191 -0.3411
N -0.646 0.767 4.144 -0.3998
N -3.321 -3.796 4.452 -0.6557
N 2.307 2.545 -2.174 -0.4911
N -1.315 0.822 0.390 -0.4560
C 3.215 0.370 -2.949 -0.2339
C -1.883 -0.748 2.800 -0.1673
C 1.985 1.125 -2.463 -0.2095
C 2.615 3.526 -3.219 -0.4056
C 2.294 3.010 -0.760 -0.2044
C -0.782 1.718 -0.451 0.1675
C 0.944 3.607 -0.310 -0.2276
C 3.286 -1.151 -2.617 -0.4269
C -1.102 0.393 2.916 0.1769
C -0.793 1.126 1.652 0.0362
C -3.171 -2.637 3.700 0.6666
C 0.058 2.189 1.545 -0.0511
C -1.692 -1.131 5.164 -0.2293
C -0.947 0.019 5.233 0.0284
C 4.204 -0.164 -1.901 -0.4250
C -2.440 -4.261 5.337 0.4065
C -2.242 -1.523 3.911 -0.1252
H 5.254 -0.177 -2.182 0.2165
H 2.448 4.546 -2.852 0.2011
H -2.229 -1.016 1.801 0.2605
H 1.222 1.048 -3.203 0.1872
H 0.641 2.628 2.333 0.2326
H -1.884 -1.638 6.089 0.2321
H 1.606 0.599 -1.602 0.2052
H 1.914 3.439 -4.082 0.1895
H 2.440 -1.602 -2.029 0.2187
H -3.912 -4.486 3.995 0.4451
H 0.492 4.061 -1.195 0.2189
H 3.610 3.323 -3.571 0.1882
H 2.614 2.214 -0.068 0.2057
H 3.625 0.712 -3.898 0.2099
H -0.518 0.369 6.172 0.2045
H 1.146 4.354 0.486 0.2119
H 3.966 0.143 -0.878 0.2084
H 3.063 3.809 -0.711 0.1950
H -1.002 1.697 -1.518 0.2151
H 3.795 -1.781 -3.354 0.2191
```

As for the SMILES: CN(CCn1cnc(-c2cc(C(=O)NC#N)ccn2)c1)CC1CC1. Its HOMO energy is -8.116 eV. For the HOMO-LUMO gap, the calculation gives 7.80 eV. The calculation puts the relative energy (zero: lowest compared OMol25 entry of this formula, charge and spin) at 2.4352 eV. The maximum force is 2.4 eV Å⁻¹.

=====

Record 4
The molecule C17H20N6O, computed with ωB97M-V/def2-TZVPD.

Geometry as XYZ:
```
44
Properties=species:S:1:pos:R:3:nbo_charge:R:1
O 4.906 -0.954 -4.698 -0.5221
N 2.364 0.621 -0.423 -0.4469
N 0.535 0.614 0.788 -0.3627
N 0.689 -2.137 -2.406 -0.4075
N -1.706 2.569 3.251 -0.4574
N 6.618 -2.966 -7.126 -0.2951
N 4.387 -2.880 -5.874 -0.6604
C 0.395 -0.325 -0.231 -0.0081
C -3.963 0.182 2.061 -0.4303
C 1.498 -0.323 -1.031 0.0069
C 1.886 -2.835 -4.396 -0.2477
C -0.676 2.289 2.163 -0.2165
C 1.885 1.107 0.674 0.1596
C 2.887 -1.412 -2.824 -0.1731
C 0.760 -2.884 -3.518 0.0260
C -3.211 2.461 3.040 -0.2053
C -1.139 2.260 4.536 -0.4072
C 5.533 -3.016 -6.687 0.4199
C 4.212 -2.001 -4.777 0.6464
C -0.497 0.888 1.851 -0.2169
C -5.171 0.733 2.826 -0.4187
C -3.730 1.075 3.299 -0.2413
C 1.704 -1.277 -2.136 0.1837
C 2.985 -2.029 -4.077 -0.1402
H 2.459 1.821 1.289 0.2226
H -5.705 0.133 3.576 0.2290
H -0.924 2.771 1.170 0.2018
H -5.758 1.513 2.337 0.2213
H -0.180 -3.374 -3.536 0.2192
H -3.495 2.823 2.048 0.1999
H 3.803 -3.680 -5.692 0.4153
H -0.119 2.536 4.506 0.2012
H -3.238 0.647 4.154 0.2156
H -1.436 0.510 1.585 0.2123
H 0.328 2.695 2.306 0.1971
H 1.798 -3.513 -5.267 0.2173
H -3.763 3.004 3.719 0.1980
H -1.651 2.791 5.368 0.2002
H -3.596 0.556 1.194 0.2018
H -1.190 1.174 4.843 0.1516
H -0.131 0.380 2.697 0.1927
H -0.446 -1.012 -0.448 0.2428
H 3.637 -0.711 -2.377 0.2619
H -3.540 -0.827 2.245 0.2134
```

As for the SMILES: CN(CCn1cnc(-c2cc(C(=O)NC#N)ccn2)c1)CC1CC1. Its HOMO energy is -8.509 eV. For the HOMO-LUMO gap, the calculation gives 7.86 eV. The calculation puts the relative energy (zero: lowest compared OMol25 entry of this formula, charge and spin) at 5.0606 eV. The maximum force is 7.5 eV Å⁻¹.

=====

Record 5
A structure of composition C17H21BEuN6, computed with ωB97M-V/def2-TZVPD.

Geometry as XYZ:
```
46
Properties=species:S:1:pos:R:3:mulliken_spin:R:1
Eu 0.319 0.342 0.360 6.2993
N 1.516 -0.298 -2.869 0.0013
N -0.067 1.979 -1.269 -0.0207
N -0.950 -0.189 -3.346 0.0022
N 1.642 -0.629 -1.516 -0.0174
N 0.124 2.005 -2.654 -0.0017
N -1.490 -0.650 -2.163 -0.0113
C 2.488 -0.927 -3.581 -0.0029
C -2.536 -0.186 3.072 0.1250
C -1.849 0.899 2.431 0.0326
C -2.157 -0.618 4.331 -0.0130
C -0.729 1.491 3.133 0.0076
C -0.294 3.250 -0.874 -0.0094
C -2.256 1.419 1.159 0.5265
C 0.010 3.272 -3.073 0.0026
C -0.337 -2.348 1.257 0.0030
C -2.632 -1.288 -2.509 0.0015
C -1.094 0.008 5.015 0.0202
C -1.733 -0.518 -4.390 -0.0006
C -0.238 4.096 -1.992 -0.0034
C 2.687 -1.498 -1.427 -0.0036
C -2.827 -1.217 -3.905 0.0005
C -0.368 1.046 4.407 0.0073
C 3.248 -1.669 -2.700 -0.0016
B 0.369 0.643 -3.404 -0.0046
H 0.631 0.914 -4.536 0.0001
H -3.416 -0.614 2.571 -0.0026
H -0.785 -1.841 0.344 -0.0051
H -0.228 2.382 2.708 -0.0006
H 0.373 -3.101 0.869 0.0004
H 3.021 -1.966 -0.502 -0.0004
H -0.310 5.162 -1.990 -0.0004
H 4.137 -2.239 -2.961 -0.0001
H -1.436 -0.212 -5.389 0.0000
H -1.184 -2.784 1.811 -0.0015
H 0.461 1.525 4.952 0.0007
H 2.614 -0.818 -4.660 0.0002
H 0.209 -1.648 1.956 -0.0013
H -3.280 -1.786 -1.789 0.0006
H 0.128 3.526 -4.112 0.0002
H -0.808 -0.352 6.007 0.0003
H -2.787 2.364 1.148 0.0055
H -2.710 -1.430 4.822 0.0017
H -2.407 0.813 0.269 0.0825
H -0.517 3.486 0.173 -0.0198
H -3.640 -1.616 -4.499 0.0000
```

Its total charge is +2. Its spin multiplicity is 8. Its HOMO energy (spin up / spin down) is -14.152 / -14.155 eV. For the HOMO-LUMO gap (spin up / spin down), the calculation gives 3.60 / 5.66 eV. The maximum force is 2.5 eV Å⁻¹.

=====

Record 6
A structure of composition C17H21BN6O3PdS, computed with ωB97M-V/def2-TZVPD.

Geometry as XYZ:
```
50
Properties=species:S:1:pos:R:3:nbo_charge:R:1
Pd -1.038 -0.405 -0.258 1.1348
S 0.552 0.078 2.345 2.3664
O 0.834 -1.346 2.325 -0.9697
O 1.607 0.986 1.936 -0.9055
O -0.780 0.421 1.701 -1.0137
N 1.396 -0.363 -2.186 -0.2984
N -1.553 -0.450 -2.146 -0.3797
N -0.819 0.085 -3.200 -0.3181
N 0.927 -0.859 -0.984 -0.2323
N 0.364 1.840 -1.898 -0.3352
N -0.288 1.566 -0.715 -0.2221
C -0.282 2.680 0.031 0.0356
C 2.596 -0.917 -2.455 0.0911
C 0.806 3.116 -1.876 0.1422
C 0.409 3.685 -0.671 -0.3015
C 2.902 -1.798 -1.424 -0.2001
C -0.465 2.044 5.737 -0.1954
C -2.733 -0.672 -4.028 -0.3176
C 1.838 -1.721 -0.509 -0.0185
C -2.715 -0.917 -2.658 0.0034
C -0.797 1.321 8.137 -0.6814
C -0.141 1.764 4.411 -0.0910
C -0.512 1.022 6.694 0.2358
C -1.846 -1.995 0.605 -0.8323
C -1.528 -0.042 -4.336 0.0423
C -0.278 -0.296 6.293 -0.1376
C 0.052 -0.593 4.972 -0.1852
C 0.141 0.447 4.045 -0.1354
B 0.579 0.716 -2.947 0.5269
H -3.524 -0.916 -4.713 0.2619
H -1.122 0.327 -5.266 0.2505
H 1.711 -2.207 0.445 0.2718
H 0.601 4.683 -0.329 0.2633
H -2.293 -2.799 0.020 0.2628
H -0.348 -1.102 7.027 0.2562
H 0.241 -1.615 4.658 0.2766
H -0.978 2.389 8.282 0.2507
H -0.679 3.070 6.044 0.2548
H -0.096 2.559 3.670 0.2486
H 1.357 3.511 -2.717 0.2566
H 0.046 1.026 8.775 0.2871
H 3.124 -0.645 -3.357 0.2616
H -3.449 -1.387 -2.014 0.2306
H -0.732 2.718 1.012 0.2496
H -2.193 -1.980 1.637 0.2752
H 1.116 1.099 -3.940 0.0115
H 3.773 -2.416 -1.333 0.2663
H -2.393 -0.928 0.110 0.1855
H -0.765 -2.197 0.669 0.2883
H -1.676 0.769 8.490 0.2829
```

Its total charge is +2. Its spin multiplicity is 5. Its HOMO energy (spin up / spin down) is -14.152 / -14.311 eV. For the HOMO-LUMO gap (spin up / spin down), the calculation gives 8.24 / 3.50 eV. The maximum force is 9.1 eV Å⁻¹.

=====

What is the maximum force in the fifth record?
2.5 eV Å⁻¹